Computed, not measured: C2H6CsO as an isolated structure, with wB97M-V/def2-TZVPD.

Computed properties:
Multiplicity: 1
Kohn-Sham gap, eV: 10.65
E_LUMO, hartree: -0.1397
Relative energy (zero: lowest compared OMol25 entry of this formula, charge and spin), kJ/mol: 25.81
Net charge: +1
Electronic energy, eV: -4761.1686

```
10
Properties=species:S:1:pos:R:3:lowdin_charge:R:1
O -0.893 -1.070 0.120 -0.141
H 0.848 -0.377 -0.818 0.105
H 1.136 0.169 1.539 0.086
H -0.609 0.633 -0.921 0.068
C 0.499 0.799 0.921 -0.067
C -0.018 0.004 -0.251 -0.398
H -0.328 1.175 1.521 0.090
Cs -1.330 -1.192 -3.155 1.075
H 1.071 1.655 0.561 0.088
H -0.376 -1.797 0.483 0.095
```

---

Computed, not measured: C2H6DyO3 as an isolated structure, with wB97M-V/def2-TZVPD.

Computed properties:
Multiplicity: 7
Kohn-Sham gap (alpha / beta), eV: 10.08 / 9.56
E_LUMO (alpha / beta), hartree: -0.3310 / -0.3700
Net charge: +2
Electronic energy, eV: -32379.0738
Expectation value of S²: 12.02

```
12
Properties=species:S:1:pos:R:3:mulliken_spin:R:1
C -0.868 -2.599 0.049 -0.023
H -0.445 -3.601 -0.065 -0.002
O 0.167 -1.691 -0.329 -0.084
H -1.160 -2.398 1.086 0.001
H 0.447 -0.058 1.585 0.001
Dy 2.317 -1.636 -1.829 6.339
O 1.046 0.182 -0.837 0.060
O -0.249 0.283 1.009 -0.002
H -1.054 -0.061 -0.850 -0.018
C -0.135 -0.334 -0.314 -0.262
H -1.729 -2.487 -0.623 -0.001
H 1.219 1.062 -0.292 -0.007
```

---

Computed, not measured: C2H6F2N2 in the gas phase, with wB97M-V/def2-TZVPD.

Computed properties:
Multiplicity: 1
Kohn-Sham gap, eV: 9.41
E_LUMO, hartree: 0.0381
Relative energy (zero: lowest compared OMol25 entry of this formula, charge and spin), kJ/mol: 92.51
SMILES string: NCC(N)(F)F
Electronic energy, eV: -10585.1909

```
12
Properties=species:S:1:pos:R:3:lowdin_charge:R:1
H -1.236 -0.222 1.309 0.088
F 1.527 0.728 1.082 0.074
H 2.461 -1.163 0.103 0.143
F 0.829 0.867 -0.944 -0.004
C -0.996 -0.088 0.290 -0.184
H -1.488 1.853 0.226 0.110
N 1.409 -1.227 0.055 0.165
N -1.701 0.934 -0.199 -0.009
H 1.106 -1.841 -0.552 0.028
H -1.686 1.086 -1.181 0.073
H -1.118 -0.929 -0.330 0.080
C 0.893 0.002 0.142 -0.564
```

---

Computed, not measured: a 2-piece molecular cluster, C2H6F2NP overall, with wB97M-V/def2-TZVPD.

Computed properties:
Multiplicity: 1
Kohn-Sham gap, eV: 9.70
E_LUMO, hartree: 0.0219
Relative energy (zero: lowest compared OMol25 entry of this formula, charge and spin), kJ/mol: 178.38
SMILES string: C=NC.FPF
Electronic energy, eV: -18384.5630

```
12
Properties=species:S:1:pos:R:3:lowdin_charge:R:1
N 0.341 -0.805 -1.142 -0.112
H -0.824 -2.500 -1.291 0.073
H 2.170 -0.489 -0.110 0.079
H 0.697 -2.724 -0.397 0.091
C -0.138 -1.972 -0.605 -0.194
C 1.337 -0.210 -0.792 -0.116
H -1.829 2.795 0.374 -0.075
H 1.660 0.775 -1.243 0.079
H -0.551 -1.926 0.453 0.098
F -0.326 3.435 1.526 -0.392
P -1.663 2.508 1.727 0.844
F -0.873 1.111 1.500 -0.375
```

---

Computed, not measured: a 2-piece molecular cluster, C2H6F2O overall, with wB97M-V/def2-TZVPD.

Computed properties:
Multiplicity: 1
Kohn-Sham gap, eV: 12.41
E_LUMO, hartree: 0.0254
Relative energy (zero: lowest compared OMol25 entry of this formula, charge and spin), kJ/mol: 0.00
SMILES string: CC(F)F.O
Electronic energy, eV: -9653.7017

```
11
Properties=species:S:1:pos:R:3:lowdin_charge:R:1
H 2.194 -1.484 -0.419 0.096
O -2.718 1.616 1.048 -0.091
H 0.746 -1.933 0.536 0.094
C 0.496 -0.279 -0.691 -0.548
H -0.238 0.295 -0.089 0.144
H 1.779 -0.567 1.063 0.093
H -1.949 2.210 1.205 0.045
H -2.889 1.682 0.082 0.048
C 1.361 -1.087 0.185 -0.025
F 1.285 0.603 -1.362 0.037
F -0.066 -1.057 -1.559 0.105
```

---

Computed, not measured: a 2-piece molecular cluster, C2H6F3NO5PS2 overall, with wB97M-V/def2-TZVPD.

Computed properties:
Multiplicity: 1
Kohn-Sham gap, eV: 8.23
E_LUMO, hartree: 0.0928
Net charge: -1
Electronic energy, eV: -53008.3531

```
20
Properties=species:S:1:pos:R:3:lowdin_charge:R:1
N 3.677 -0.072 1.704 -0.077
S -1.407 -0.384 -2.749 0.416
P 0.237 1.053 1.739 0.519
F -2.936 -2.376 -3.618 0.096
O 4.352 -0.709 0.992 0.041
H 2.445 1.495 2.895 0.061
H -0.167 2.392 1.656 -0.031
H 0.516 0.377 0.540 -0.016
O -0.741 -0.219 -1.477 -0.377
F -3.102 -1.998 -1.490 0.095
C -2.238 -2.016 -2.523 -0.663
O -0.547 -0.634 -3.881 -0.334
S -1.918 0.526 1.638 0.288
H 0.329 0.476 3.014 -0.029
H -1.875 -0.573 2.381 -0.251
O -2.525 0.497 -2.988 -0.333
H 2.218 2.670 1.579 0.069
O 2.943 0.868 0.999 -0.170
F -1.349 -2.999 -2.279 0.095
C 2.087 1.626 1.868 -0.399
```

---

Computed, not measured: a 2-piece molecular cluster, C2H6FN overall, with wB97M-V/def2-TZVPD.

Computed properties:
Multiplicity: 1
Kohn-Sham gap, eV: 8.17
E_LUMO, hartree: -0.0192
Relative energy (zero: lowest compared OMol25 entry of this formula, charge and spin), kJ/mol: 209.69
Electronic energy, eV: -6376.4841

```
10
Properties=species:S:1:pos:R:3:lowdin_charge:R:1
N -0.903 -0.898 -0.764 0.218
H -1.722 -1.375 -0.602 0.103
H 1.370 0.437 -0.981 0.088
H 0.719 1.865 -0.137 0.098
H -0.169 -1.218 -1.276 0.085
F 0.160 -0.737 2.216 -0.645
H 1.310 0.598 0.777 0.070
C -0.547 0.166 -0.012 -0.060
C 0.789 0.775 -0.125 -0.054
H -1.007 0.387 0.906 0.097
```

---

Computed, not measured: C2H6FNO2 as an isolated structure, with wB97M-V/def2-TZVPD.

Computed properties:
Multiplicity: 1
Kohn-Sham gap, eV: 9.64
E_LUMO, hartree: 0.0257
Relative energy (zero: lowest compared OMol25 entry of this formula, charge and spin), kJ/mol: 258.82
Electronic energy, eV: -10468.3948

```
12
Properties=species:S:1:pos:R:3:lowdin_charge:R:1
H -0.906 -0.985 -2.089 0.098
H 0.430 1.238 1.224 0.117
H 1.978 0.848 0.496 0.057
N 0.316 -0.468 -0.109 -0.048
C -1.258 -0.022 -1.642 -0.183
H -1.519 0.654 -2.473 0.098
C 1.270 0.565 1.104 -0.107
O 1.748 -0.323 1.981 -0.025
O -0.335 0.502 -0.846 -0.182
F -0.599 -1.076 0.758 -0.091
H -2.173 -0.351 -1.136 0.081
H 1.048 -0.580 2.731 0.185
```

---

Computed, not measured: a 2-piece molecular cluster, C2H6I2N2O overall, with wB97M-V/def2-TZVPD.

Computed properties:
Multiplicity: 1
Kohn-Sham gap (alpha / beta), eV: 5.80 / 5.80
E_LUMO (alpha / beta), hartree: -0.1283 / -0.1282
Relative energy (zero: lowest compared OMol25 entry of this formula, charge and spin), kJ/mol: 144.65
SMILES string: C/N=N\OC.II
Electronic energy, eV: -23395.9190

```
13
Properties=species:S:1:pos:R:3:lowdin_charge:R:1
H 0.282 1.147 2.600 0.115
C -3.229 -0.550 1.162 -0.123
I 0.322 -1.908 -2.164 0.043
N 0.093 -0.040 0.854 -0.098
I 1.934 -0.042 -4.331 -0.019
H -3.132 -0.901 0.088 0.093
H -3.664 0.478 1.133 0.092
H -3.812 -1.251 1.790 0.088
H 1.764 0.157 2.073 0.069
H 0.406 -0.737 2.847 0.113
N -1.036 -0.228 0.630 -0.067
C 0.659 0.150 2.124 -0.130
O -1.985 -0.186 1.636 -0.178
```

---

Computed, not measured: C2H6I2N2OP as an isolated structure, with wB97M-V/def2-TZVPD.

Computed properties:
Multiplicity: 1
Kohn-Sham gap, eV: 9.00
E_LUMO, hartree: -0.1383
Relative energy (zero: lowest compared OMol25 entry of this formula, charge and spin), kJ/mol: 187.15
Net charge: +1
Electronic energy, eV: -32679.3810

```
14
Properties=species:S:1:pos:R:3:lowdin_charge:R:1
I -4.894 -0.827 -0.280 0.895
H -0.216 0.266 2.151 0.146
C -0.635 -0.025 -0.094 -0.724
C -2.871 -1.173 0.289 -0.845
O -2.442 -2.269 0.456 0.023
H -0.901 0.448 -2.370 -0.042
H 0.622 1.312 1.211 0.207
N 0.262 0.220 1.244 0.154
H -0.560 -1.146 -0.205 0.133
N -1.942 0.188 0.262 -0.771
I -2.799 1.906 0.289 0.961
H 0.969 -0.485 1.309 0.130
H 1.251 0.747 -1.848 -0.064
P -0.093 1.191 -1.422 0.797
```

---

Computed, not measured: a 2-piece molecular cluster, C2H6I2N2S overall, with wB97M-V/def2-TZVPD.

Computed properties:
Multiplicity: 1
Kohn-Sham gap (alpha / beta), eV: 7.11 / 7.11
E_LUMO (alpha / beta), hartree: -0.0560 / -0.0560
Relative energy (zero: lowest compared OMol25 entry of this formula, charge and spin), kJ/mol: 10.62
SMILES string: I/N=N\I.CSC
Electronic energy, eV: -32185.0094

```
13
Properties=species:S:1:pos:R:3:lowdin_charge:R:1
H 1.557 -1.992 0.898 0.032
I -2.708 -1.491 0.263 0.621
C 0.562 0.519 -0.950 -0.430
C 1.911 -0.923 0.954 -0.477
H 1.519 0.277 -1.420 0.027
S 0.731 0.504 0.899 0.579
H 2.884 -0.953 0.242 0.081
H -0.213 -0.261 -1.320 0.025
H 0.179 1.459 -1.219 -0.016
H 2.373 -0.912 2.011 0.034
I -2.433 2.300 1.094 0.679
N -3.224 0.176 -0.882 -0.551
N -3.139 1.296 -0.570 -0.605
```

---

Computed, not measured: a 2-piece molecular cluster, C2H6I2N3 overall, with wB97M-V/def2-TZVPD.

Computed properties:
Multiplicity: 1
Kohn-Sham gap, eV: 9.27
E_LUMO, hartree: -0.1446
Relative energy (zero: lowest compared OMol25 entry of this formula, charge and spin), kJ/mol: 58.05
Net charge: +1
Electronic energy, eV: -22835.2223

```
13
Properties=species:S:1:pos:R:3:lowdin_charge:R:1
C 1.741 0.436 -0.615 -0.669
H -2.535 -0.036 -0.001 0.178
N 0.617 0.685 -0.039 0.049
H -2.113 2.089 -0.315 0.161
H 1.193 -4.408 2.184 -0.239
H 1.753 0.248 -1.640 0.033
I 3.608 0.442 0.185 0.987
H -1.317 -1.329 -0.027 0.083
I 0.650 -3.132 1.214 0.363
H -0.308 2.675 -0.210 0.188
C -0.697 0.696 -0.243 -0.532
N -1.518 -0.305 -0.200 0.211
N -1.076 1.940 -0.294 0.187
```

---

Q: Look up the multiplicity of the fourth one.
A: 1